Record 1
# C3H7NS

2 unconnected molecules or ions with the total composition C3H7NS (the ωB97M-V functional and the def2-TZVPD basis, the Open Molecules 2025 dataset).

Values from the calculation:
DFT total energy (a.u.): -571.3128
LUMO (spin up / spin down) (eV): -1.03 / -1.04
SMILES: CN=S.C=C
HOMO energy (spin up / spin down) (eV): -8.24 / -8.24

ORCA input file:
```
! wB97M-V def2-TZVPD RIJCOSX def2/J DEFGRID3
* xyz 0 1
C -0.9664 -1.0996 0.7617
C -1.6101 -0.8734 -0.3707
C 0.9155 1.3637 -0.1512
N 1.4800 0.0762 0.2838
S 2.7934 -0.5250 -0.3030
H -0.0932 -1.7628 0.8787
H -1.2651 -0.6030 1.5725
H -2.5503 -0.3419 -0.4580
H -1.3941 -1.3001 -1.3079
H -0.0961 1.3443 0.1195
H 1.5904 2.1722 0.1675
H 1.1958 1.5492 -1.1930
*
```



Record 2
# C32H29N4O2S3SiSr

A molecular structure, C32H29N4O2S3SiSr (the ωB97M-V functional and the def2-TZVPD basis, the Open Molecules 2025 dataset).

Values from the calculation:
DFT total energy (a.u.): -3121.3142
LUMO (eV): 2.46
HOMO energy (eV): -4.50

ORCA input file:
```
! wB97M-V def2-TZVPD RIJCOSX def2/J DEFGRID3
* xyz -1 1
Sr -0.0736 -0.9837 -0.4764
C 4.8101 0.7006 4.6251
Si 4.2010 0.7602 2.8367
C 5.7267 0.9690 1.7685
C 3.0632 2.2406 2.7016
C 3.2739 -0.8397 2.5270
C 3.1304 -1.7943 3.5174
C 2.3470 -2.9306 3.3180
C 1.6878 -3.0359 2.1136
N 1.8085 -2.1493 1.1246
C 2.6124 -1.0755 1.2900
S 2.7726 0.0245 -0.0449
H 5.3514 1.6221 4.8558
H 5.4928 -0.1349 4.7992
H 3.9832 0.6172 5.3345
H 6.3291 1.8091 2.1259
H 5.4492 1.1423 0.7296
H 6.3448 0.0686 1.8052
H 3.5658 3.1475 3.0494
H 2.1697 2.0863 3.3114
H 2.7420 2.3824 1.6698
H 3.6231 -1.6565 4.4741
H 2.2257 -3.6832 4.0850
H 1.0218 -3.8709 1.9154
O -0.4650 0.2422 1.8915
S -1.8856 0.5646 1.7966
O -2.7708 -0.0506 2.7579
N -2.2335 0.2808 0.2934
C -3.5053 0.2402 -0.2283
C -4.6609 0.7217 0.3526
C -5.9006 0.6467 -0.3118
C -6.0135 0.0896 -1.5530
C -4.8581 -0.4408 -2.1777
C -4.8902 -1.0597 -3.4485
C -3.7474 -1.5780 -3.9796
C -2.5515 -1.4872 -3.2351
N -2.4786 -0.9115 -2.0621
C -3.6115 -0.3777 -1.5229
C -2.0026 2.3191 2.0680
C -2.9135 2.8243 2.9802
C -2.9993 4.1986 3.1683
C -2.1750 5.0503 2.4497
C -1.2580 4.5336 1.5409
C -1.1690 3.1663 1.3478
H -4.6140 1.1595 1.3400
H -6.7795 1.0440 0.1819
H -6.9673 0.0336 -2.0635
H -5.8333 -1.1196 -3.9805
H -3.7402 -2.0651 -4.9454
H -1.6337 -1.9239 -3.6120
H -3.5365 2.1349 3.5341
H -3.7078 4.6021 3.8806
H -2.2412 6.1206 2.6005
H -0.6066 5.1992 0.9890
H -0.4477 2.7463 0.6581
S 0.9991 -4.2664 -4.3684
C 0.2435 -5.3005 -3.2410
C -0.1114 -4.6362 -2.1043
C 0.1406 -3.2209 -2.0964
C 0.7286 -2.8882 -3.2903
C 1.1407 -1.5619 -3.7564
C 1.8278 -1.3690 -4.9671
C 2.1860 -0.0993 -5.3586
C 1.8734 0.9829 -4.5429
C 1.2084 0.7138 -3.3637
N 0.8399 -0.5061 -2.9794
H 0.1305 -6.3514 -3.4650
H -0.5810 -5.1595 -1.2782
H 2.0821 -2.2223 -5.5806
H 2.7169 0.0510 -6.2910
H 2.1485 1.9944 -4.8058
H 0.9653 1.5194 -2.6776
*
```



Record 3
# C4H32NO12

12 unconnected molecules or ions with the total composition C4H32NO12 (the ωB97M-V functional and the def2-TZVPD basis, the Open Molecules 2025 dataset).

Values from the calculation:
DFT total energy (a.u.): -1128.3836
<S²>: 0.758
LUMO (spin up / spin down) (eV): -9.39 / -12.99
HOMO energy (spin up / spin down) (eV): -16.64 / -16.64

ORCA input file:
```
! wB97M-V def2-TZVPD RIJCOSX def2/J DEFGRID3
* xyz 2 2
O -1.8843 -3.4893 -1.3242
C -1.3263 -3.3369 -0.2538
C -0.6926 -2.0462 0.1963
N -0.9999 -1.0924 -0.9914
C -2.3959 -0.5081 -1.0405
C 0.9077 -1.8279 0.1938
H -1.0027 -4.1421 0.4035
H -1.2594 -1.5705 1.1023
H -0.2968 -0.3184 -1.0190
H -0.7701 -1.4849 -1.8404
H -2.6147 -0.0151 -2.1149
H -2.8447 0.2972 -0.3903
H -3.0531 -1.4230 -0.8887
H 1.4444 -2.7804 0.4065
H 1.0297 -1.2692 1.0569
H 1.3243 -1.2733 -0.6987
H 0.0166 -1.6627 3.6829
H -0.8827 -0.7046 2.6141
O -0.5063 -1.5625 2.9630
H 0.6879 0.9972 -4.2471
H 1.8115 1.0787 -3.4075
O 1.4680 0.5089 -4.0035
H 0.8871 -1.3156 -3.3068
H 0.6205 -2.5890 -3.6772
O 0.5930 -2.1106 -2.8317
H -3.5068 0.4268 3.5808
H -2.2472 0.6512 2.6589
O -3.1872 0.5712 2.6523
H 2.0658 1.1695 -0.8438
H 0.8663 1.7755 -1.0496
O 1.2798 0.9926 -1.4664
H -0.7490 2.1981 3.7939
H -0.5068 2.3484 2.2937
O -0.6113 1.7675 2.9905
H 4.6860 -0.1077 -1.3643
H 4.8452 -0.0169 -0.0196
O 4.6610 0.6505 -0.7663
H 0.8087 0.2857 2.8999
H 1.7487 -0.3502 3.9011
O 1.6934 0.2026 3.1021
H -0.7757 3.4470 -1.2333
H 0.3435 3.8249 -2.0350
O -0.2128 3.1387 -1.8357
H 2.9138 2.8154 0.6886
H 1.9624 2.4551 1.9295
O 1.9819 2.8965 1.0981
H -2.3897 3.1159 0.3834
H -2.5136 1.8250 1.1118
O -2.1013 2.2183 0.4210
*
```



Record 4
# C35H32AsBrGeNO4STc

A molecular structure, C35H32AsBrGeNO4STc (the ωB97M-V functional and the def2-TZVPD basis, the Open Molecules 2025 dataset).

Values from the calculation:
DFT total energy (a.u.): -9073.6285
LUMO (spin up / spin down) (eV): -8.24 / -8.24
HOMO energy (spin up / spin down) (eV): -13.67 / -13.67

ORCA input file:
```
! wB97M-V def2-TZVPD RIJCOSX def2/J DEFGRID3
* xyz 2 1
Tc 12.5039 12.4674 13.7532
O 12.9544 13.6495 15.6383
C 12.7747 12.5849 16.3046
O 12.5094 11.5126 15.5750
C 12.8411 12.4904 17.7475
C 13.0972 13.6634 18.4521
C 13.3082 13.6081 19.7993
C 13.2312 12.3797 20.4610
C 12.9422 11.2486 19.7301
C 12.7594 11.2507 18.3775
N 13.0560 9.9144 20.4182
O 13.1852 9.8800 21.6132
O 13.0862 8.9411 19.6977
H 13.1721 14.6169 17.8910
H 13.5057 14.4755 20.4011
H 13.4261 12.2474 21.5597
H 12.6100 10.3564 17.8233
Br 17.9850 9.5206 11.5379
C 16.3591 10.4039 11.8589
C 15.1557 10.0202 11.2832
C 13.9623 10.6104 11.7080
C 13.9508 11.6008 12.6961
C 15.1943 12.0714 13.1505
C 16.3558 11.4464 12.7619
H 15.1209 9.2569 10.5377
H 13.0438 10.2698 11.2748
H 15.2683 12.8614 13.8600
H 17.3038 11.7863 13.2044
C 14.5368 15.9437 14.0359
As 12.7322 16.1372 13.5276
C 11.6250 16.5564 15.0243
C 12.6476 17.5822 12.2905
S 11.8989 14.3646 12.4953
H 14.9096 16.9314 14.2989
H 15.1396 15.5485 13.2047
H 14.5999 15.3144 14.9235
H 12.0012 17.4883 15.4912
H 11.6015 15.7059 15.6945
H 10.6030 16.7285 14.6999
H 13.0973 18.4558 12.7397
H 11.6331 17.7648 12.0010
H 13.2427 17.2894 11.4368
C 11.1825 11.5733 13.0099
Ge 9.2114 11.2961 12.5937
C 9.0948 12.0510 10.8174
C 8.9270 13.4285 10.6049
C 8.8228 13.9052 9.3063
C 8.8191 13.0323 8.2136
C 9.0188 11.6573 8.4175
C 9.1512 11.1755 9.7300
C 8.7208 9.4066 12.7572
C 7.6488 9.0067 11.9666
C 7.0771 7.7688 12.1918
C 7.5744 6.9082 13.1907
C 8.6719 7.2935 13.9536
C 9.2384 8.5549 13.7437
C 8.6804 12.3740 14.1421
C 9.0003 11.9345 15.4360
C 8.6098 12.6789 16.5448
C 7.8722 13.8509 16.3977
C 7.5547 14.3108 15.1044
C 7.9740 13.5633 14.0137
H 8.9194 14.1100 11.4418
H 8.7321 14.9539 9.1294
H 8.6966 13.4052 7.2211
H 9.0234 11.0095 7.5702
H 9.2627 10.1045 9.9386
H 7.1890 9.6437 11.2281
H 6.2070 7.4544 11.6558
H 7.0833 5.9621 13.4141
H 8.9975 6.6698 14.7422
H 10.1131 8.8590 14.2920
H 9.6678 11.0565 15.5809
H 8.8071 12.2967 17.5461
H 7.6058 14.4482 17.2563
H 6.9775 15.2181 14.9651
H 7.7137 13.9050 13.0366
*
```



> Among the records above, which one has the lowest DFT total energy?

C35H32AsBrGeNO4STc